The following is a quantum chemistry calculation of 7 unconnected molecules or ions with the total composition H14O7, from the OMol25 dataset.

```
21
Properties=species:S:1:pos:R:3
O -0.02 0.30 -0.75
H -0.03 -0.56 -1.18
H 0.28 0.12 0.14
O -1.71 0.45 3.03
H -1.32 0.85 2.25
H -1.56 -0.49 2.92
O -1.48 -2.58 -2.86
H -1.36 -3.44 -3.26
H -1.35 -2.73 -1.92
O -1.40 2.57 -1.24
H -1.89 2.85 -0.47
H -0.82 1.88 -0.92
O 1.82 0.95 3.24
H 1.37 0.52 2.51
H 2.75 0.90 3.01
O 1.55 0.91 -2.97
H 1.74 1.72 -3.45
H 0.83 1.13 -2.38
O 0.76 -1.41 1.45
H 0.23 -2.16 1.17
H 1.61 -1.78 1.69
```

The net charge is +1. The value obtained for the total energy is -14548.140 eV. Its spin multiplicity is 2. The orbital gap (spin up / spin down) is 10.504 / 2.682 eV. The relative energy (zero: lowest compared OMol25 entry of this formula, charge and spin) is 43.1 kcal/mol.